(1)
60
Properties=species:S:1:pos:R:3 method="wB97M-V/def2-TZVPD" lumo_energy_ev="-0.3 / -1.0" gap_ev="5.79 / 6.25" spin_multiplicity=7
Ti 16.42270 -24.35111 -13.30746
Ti 14.28811 -24.16018 -10.76885
C 14.12832 -22.93586 -13.09632
O 13.05780 -23.32156 -12.76265
O 14.51605 -23.31736 -14.20863
O 14.83414 -22.44026 -12.23696
C 10.23511 -22.12184 -11.16967
C 10.66892 -20.76469 -11.15670
O 9.84312 -19.85600 -10.96042
N 11.97022 -20.50564 -11.30798
C 12.50982 -19.18280 -11.35337
H 11.07488 -22.80405 -11.30188
H 9.37054 -22.28326 -11.81353
H 9.84103 -22.28344 -10.16633
H 12.55403 -21.26676 -10.99179
H 13.56231 -19.31299 -11.10151
H 12.12215 -18.53699 -10.56551
H 12.29810 -18.72629 -12.32026
C 13.45221 -26.28042 -19.68285
C 14.11928 -25.75979 -18.42817
O 14.33552 -26.32045 -17.35334
N 14.25409 -24.44658 -18.43150
C 14.84581 -23.63636 -17.46035
H 13.92943 -25.99044 -20.61894
H 12.46367 -25.83733 -19.80344
H 13.47965 -27.36857 -19.62570
H 14.17494 -24.04973 -19.35689
H 14.08173 -23.31185 -16.75397
H 15.14502 -22.69033 -17.91157
H 15.76962 -24.12686 -17.15360
N 10.91431 -22.22468 -14.51794
C 11.64682 -22.34730 -15.68357
C 11.00392 -23.08379 -16.66903
C 9.77000 -23.47087 -16.03395
C 9.72222 -22.72755 -14.80905
H 11.13597 -21.74669 -13.65627
H 12.65745 -21.96676 -15.69868
H 11.33469 -23.39172 -17.64993
H 9.00675 -24.06934 -16.50900
H 8.93994 -22.49161 -14.10280
N 16.01089 -20.42273 -10.38251
C 16.53889 -19.20764 -10.60344
C 17.22732 -18.83723 -9.41691
C 17.31439 -19.95106 -8.63845
C 16.52813 -20.94704 -9.23017
H 15.42282 -20.93733 -11.02240
H 16.36312 -18.67805 -11.52812
H 17.53570 -17.83076 -9.17543
H 17.87070 -20.08181 -7.72203
H 16.20210 -21.92335 -8.90319
N 17.46422 -22.26615 -14.79563
C 17.72942 -21.81569 -13.55209
C 18.87636 -22.50441 -13.14607
C 19.32828 -23.39062 -14.11589
C 18.44960 -23.22704 -15.12641
H 16.79179 -21.98253 -15.49384
H 17.07371 -21.06663 -13.13335
H 19.34618 -22.43941 -12.17580
H 20.17596 -24.05097 -14.22446
H 18.65180 -23.64960 -16.09952

(2)
54
Properties=species:S:1:pos:R:3 method="wB97M-V/def2-TZVPD" e_above_lowest_kcal_mol=379.2 lumo_energy_ev=0.6 gap_ev=8.28 smiles="CCOC(=O)C1(Cc2cccc(OC)c2)CCN(C[C@H](O)CO)CC1"
C -4.05014 -0.92476 -0.55071
C -3.01010 -0.79531 -1.79973
H -3.11013 0.16384 -2.19667
H -3.14670 -1.54484 -2.52959
O -1.44727 -1.17485 -1.30127
C -0.94295 -0.10411 -0.49887
O -1.42269 1.07989 -0.20072
C 0.44472 -0.71369 -0.22518
C 1.04217 0.30758 0.79265
C 0.36419 0.37355 2.10222
N 0.25424 -1.10115 2.76005
C -0.30303 -2.09611 1.88838
C 0.59970 -1.97879 0.39058
H -0.21533 -2.70184 -0.17540
H 1.50005 -2.41260 0.55298
H -0.26257 -2.83258 2.39791
H -1.23121 -1.51248 1.68586
C 0.05718 -0.98475 4.15862
H -0.49420 -2.11028 4.18952
C 1.17038 -0.82686 5.10694
C 2.41003 -1.98567 4.67018
O 2.85649 -1.47612 3.63962
H 2.12388 -1.40827 2.85498
H 3.03317 -1.80164 5.56234
H 1.88478 -3.18795 4.50493
O 1.74954 0.42008 4.90238
H 2.66712 0.47464 4.31485
H 0.77729 -1.15097 6.01991
H -0.70849 -0.21553 4.45647
H 0.81119 1.12410 2.83055
H -0.80248 0.56453 2.01552
H 0.97840 1.32027 0.35732
H 2.02521 0.20785 0.88130
C 1.34119 -0.62308 -1.51099
C 1.13097 0.62471 -2.29448
C -0.15076 0.65598 -3.27152
C -0.09014 1.75296 -4.06648
C 0.56415 3.17609 -3.64501
C 1.68164 2.83975 -2.81089
C 1.78833 1.66380 -1.97375
H 2.70757 1.80720 -1.42772
H 2.25009 3.80756 -2.44960
H 0.61073 3.90890 -4.18933
O -1.06799 1.94145 -4.80404
C -1.46019 2.90963 -5.52647
H -1.68065 3.95033 -5.09583
H -0.55785 3.41705 -6.30328
H -2.24042 2.93901 -6.32875
H -0.65118 -0.24185 -3.51883
H 2.21580 -0.86108 -1.12671
H 0.82481 -1.56198 -2.13895
H -5.02522 -0.90201 -0.96992
H -4.00002 -2.05917 -0.32610
H -3.79331 -0.14042 0.22071

(3)
65
Properties=species:S:1:pos:R:3 method="wB97M-V/def2-TZVPD" lumo_energy_ev=-1.5 gap_ev=3.34
C 4.82955 0.18724 2.38941
O 3.48411 0.65738 2.64569
C 2.55376 -0.42395 2.83272
C 1.68678 -0.68767 1.47273
O 2.55411 -0.53373 0.32183
C 1.73405 -0.51479 -0.89600
F 2.72234 -0.48022 -1.95878
O 1.11270 0.77467 -0.89581
B 2.06569 1.85622 -1.04166
O 2.40029 2.45258 -2.33120
O 2.72462 2.46396 0.10951
C 0.71689 -1.74356 -1.03410
C -0.81824 -1.40979 -0.68648
O -1.73832 -1.53714 -1.80538
C -2.86579 -0.70687 -1.39411
C -3.75453 -1.27100 -0.23312
C -4.92290 -0.34363 0.22665
C -5.16061 1.04810 -0.42954
C -4.25726 1.54004 -1.58252
C -3.09102 0.65759 -2.07438
C 0.84244 -2.54764 -2.44379
I 1.26507 -4.71239 -2.55745
C 0.67116 -1.94862 -3.72700
C 0.81365 -2.81628 -5.09226
I 0.16584 0.12788 -4.01531
N 1.13098 -2.77839 0.00809
C 1.22526 -2.24910 1.40692
O 0.10225 -2.55207 2.26093
B 0.51940 -3.44790 3.34471
O -0.08592 -4.76647 3.41578
O 1.45638 -3.08649 4.36222
H 5.03702 -0.88284 2.72965
H 5.59615 0.90002 2.87822
H 5.02822 0.25214 1.25895
H 1.79274 -0.06874 3.62094
H 3.01783 -1.38552 3.23545
H 0.80885 0.03583 1.52480
H 2.00180 3.36034 -2.26593
H 2.11654 3.21931 0.33223
H -0.99440 -0.38471 -0.22034
H -1.20851 -2.17812 0.09165
H -3.51674 -2.28989 0.21177
H -5.59036 -0.68176 1.08271
H -6.02676 1.68992 -0.05190
H -4.41200 2.54024 -2.10136
H -2.40753 1.00150 -2.91267
H -0.09521 -3.51372 -5.12740
H 1.81368 -3.35521 -5.16922
H 0.71654 -2.12410 -6.00940
H 2.10253 -3.07175 -0.24316
H 0.47054 -3.58058 0.04952
H 2.12342 -2.81040 1.88446
H -1.03323 -4.57107 3.63876
H 1.75758 -3.91598 4.79848
C -2.15645 5.67376 1.11503
C -2.25743 4.19627 0.69010
C -0.96884 3.80061 -0.06520
O -3.28793 4.07368 -0.15312
H -2.03867 6.34571 0.25749
H -3.04519 5.98959 1.67108
H -1.28830 5.82755 1.77212
H -2.24883 3.60937 1.63065
H -0.81053 4.40854 -0.96372
H -0.99290 2.74718 -0.36990
H -0.08635 3.93488 0.58093

no.,electronic energy (hartree)
1,-3090.0447
2,-1171.7568
3,-2293.8646